# C48H57BrN4OSTi

A structure of composition C48H57BrN4OSTi at a distorted geometry (ωB97M-V with the def2-TZVPD basis set, the Open Molecules 2025 dataset).

ORCA input file:
```
! RIJCOSX wB97M-V def2-TZVPD def2/J DEFGRID3
* xyz -2 3
Ti -0.09636 0.13090 0.73374
C 6.23384 -0.30150 -0.07516
C 4.74324 -0.28190 0.10134
C 4.09104 -1.21470 0.90524
C 2.71734 -1.17190 1.00944
C 1.96474 -0.17120 0.35214
Br 0.71874 0.04390 3.28124
N 2.62344 0.70920 -0.42166
C 3.94094 0.64650 -0.54166
H 6.71894 -0.66360 0.83104
H 6.61194 0.69250 -0.31736
H 6.50804 -0.97270 -0.89436
H 4.66484 -1.95280 1.45184
H 2.20974 -1.89690 1.63954
H 4.39314 1.39830 -1.18646
C -1.47756 -2.96710 -1.67426
C -0.18676 -2.79580 -2.47396
C 1.04944 -2.85260 -1.58106
C -0.14346 -1.56230 -3.35206
C -0.37006 -1.79490 -4.70026
C -0.14796 -0.84030 -5.67566
C 0.49994 0.31920 -5.29256
C 0.73444 0.60710 -3.96066
C 1.75744 1.69030 -3.65786
C 1.43734 3.06260 -4.25346
C 3.10794 1.20840 -4.20156
C 0.21304 -0.24780 -2.92846
N 0.02184 0.24430 -1.65846
C -0.20976 1.56740 -1.65626
C -0.15246 2.48280 -0.62436
N 0.10124 2.26590 0.65984
C 0.08154 3.39350 1.47744
C 1.20104 3.67170 2.29684
C 1.18704 4.78460 3.12034
C 0.10804 5.64960 3.14024
C -0.97236 5.40040 2.31814
C -1.01576 4.29310 1.48294
C -2.29856 4.06710 0.70114
C -3.50886 4.14420 1.63934
C -2.49946 5.06980 -0.44466
C 2.45414 2.83150 2.21114
C 3.07024 2.53480 3.57594
C 3.47884 3.52000 1.30354
H -1.42976 -3.88340 -1.08706
H -2.33486 -3.02750 -2.34406
H -1.61756 -2.14060 -0.98076
H -0.12356 -3.65530 -3.16026
H 1.01784 -2.05260 -0.84246
H 1.95724 -2.74450 -2.17636
H 1.08474 -3.80660 -1.05926
H -0.72356 -2.77410 -5.00256
H -0.37886 -1.03270 -6.71596
H 0.85364 1.00100 -6.05676
H 1.86614 1.79300 -2.57566
H 1.32994 3.00810 -5.33436
H 2.24424 3.75710 -4.03046
H 0.51974 3.47540 -3.84386
H 3.06854 1.08340 -5.28266
H 3.36794 0.25230 -3.75256
H 3.89134 1.92670 -3.96246
H -0.46516 2.01240 -2.62236
H -0.27126 3.52370 -0.94556
H 2.04174 4.99790 3.74524
H 0.10494 6.51500 3.78894
H -1.80296 6.09410 2.32814
H -2.28736 3.06150 0.27274
H -3.73786 5.17530 1.90694
H -3.31166 3.58080 2.54734
H -4.38086 3.70970 1.15474
H -2.49276 6.09390 -0.07286
H -3.46456 4.88300 -0.91476
H -1.72786 4.98890 -1.20936
H 2.19134 1.87870 1.74694
H 3.55164 3.41430 3.99964
H 3.81434 1.75030 3.47284
H 2.30294 2.17880 4.25534
H 3.73534 4.51090 1.68024
H 3.08134 3.62590 0.29594
H 4.38774 2.92090 1.25604
C -3.00146 -8.45990 0.65994
C -2.92696 -9.19900 1.96784
O -3.59646 -10.18490 2.24794
S -1.62616 -8.66660 3.09494
C -1.30316 -6.96830 2.63714
C -0.29266 -6.65330 1.73114
C -0.07576 -5.34590 1.36364
C -0.85216 -4.29980 1.90014
C -1.83406 -4.63700 2.84784
C -2.04856 -5.94240 3.21834
C -0.66496 -2.96180 1.50744
C -0.53966 -1.80950 1.11354
H -3.97986 -8.62710 0.21114
H -2.23776 -8.84520 -0.02146
H -2.83396 -7.39310 0.79374
H 0.31234 -7.44970 1.31704
H 0.70124 -5.11360 0.64714
H -2.42646 -3.84410 3.27934
H -2.80066 -6.18610 3.95654
C -3.04196 0.45750 -1.58386
C -3.29966 0.65620 -0.12606
C -4.55026 0.93060 0.39794
C -4.37946 1.05250 1.78034
C -3.03426 0.84420 2.02234
C -2.41026 0.90490 3.37624
N -2.35376 0.60250 0.86274
H -2.24616 -0.26270 -1.75466
H -3.95316 0.09330 -2.06086
H -2.75906 1.39490 -2.07606
H -5.46216 1.04300 -0.16696
H -5.13066 1.27090 2.52304
H -3.17036 1.17810 4.10984
H -1.60976 1.64750 3.41924
H -1.99796 -0.06340 3.66484
*
```

Gap between HOMO and LUMO (alpha / beta): 5.27 / 5.40 eV
E_HOMO (alpha / beta): -0.0542 / -0.0589 Ha
ΔE to the lowest compared entry with this formula, charge and spin: 0.000 eV

***

# C31H26Cl3GeMnN6OS3

A structure of composition C31H26Cl3GeMnN6OS3 (ωB97M-V with the def2-TZVPD basis set, the Open Molecules 2025 dataset).

ORCA input file:
```
! RIJCOSX wB97M-V def2-TZVPD def2/J DEFGRID3
* xyz 1 6
Mn 0.34937 -0.50377 1.86355
C 1.02244 3.53588 0.21776
C 1.20591 2.08800 0.58062
N 0.33273 1.47112 1.32726
N -0.78664 2.20301 1.68106
C -1.56930 1.62085 2.51915
S -1.27291 0.10088 3.33697
S -3.12739 2.31069 2.90209
C -3.37666 3.38484 1.45700
C -3.66382 2.61525 0.19090
C -2.67031 2.41084 -0.76421
C -2.93721 1.69136 -1.92262
C -4.20275 1.16467 -2.13672
C -5.20166 1.36714 -1.19128
C -4.93262 2.09061 -0.03846
C 2.40053 1.40246 0.07433
C 3.31519 2.15902 -0.70317
C 4.44439 1.60638 -1.24583
C 4.70947 0.24758 -1.03138
C 3.85359 -0.52120 -0.28388
C 2.69848 0.03954 0.27956
O 1.94807 -0.78392 0.99496
H 0.11421 3.94249 0.63728
H 1.00511 3.64877 -0.86645
H 1.86968 4.10928 0.59625
H -2.51698 4.04252 1.35752
H -4.23079 3.99085 1.76251
H -1.68819 2.82867 -0.60384
H -2.15938 1.55751 -2.66605
H -4.41756 0.61356 -3.04370
H -6.19527 0.97137 -1.35799
H -5.71874 2.25004 0.69203
H 3.12679 3.20665 -0.87389
H 5.12015 2.21305 -1.83178
H 5.59835 -0.20330 -1.45526
H 4.03398 -1.57282 -0.10250
N -0.79763 -2.03672 -8.72886
C -0.91231 -1.91877 -7.59250
C -1.05813 -1.76705 -6.15887
C 0.03786 -1.40902 -5.38255
C -0.09739 -1.25818 -4.01459
C -1.33435 -1.46266 -3.41929
C -2.43083 -1.82552 -4.18587
C -2.29067 -1.97786 -5.55508
N -1.48289 -1.29596 -2.00248
C -2.62771 -1.52782 -1.25469
C -2.32118 -1.18799 0.01543
N -1.01642 -0.73208 0.07431
C -0.54602 -0.82769 -1.14636
H 0.99964 -1.25289 -5.85171
H 0.77261 -0.99468 -3.43036
H -3.39835 -1.99018 -3.73628
H -3.14327 -2.26066 -6.15730
H -3.53258 -1.92157 -1.67736
H -2.95528 -1.22265 0.88596
H 0.44879 -0.54907 -1.45046
S 1.75863 0.78876 3.93606
C 2.67851 -0.58752 4.44409
N 2.19652 -1.40104 5.41301
C 2.83953 -2.47492 5.90240
C 4.09398 -2.77585 5.44604
C 4.64574 -1.96825 4.45648
C 3.94175 -0.89575 3.94581
H 1.26516 -1.19174 5.75732
H 2.30805 -3.04735 6.64745
H 4.61416 -3.63770 5.83514
H 5.62766 -2.19791 4.06276
H 4.34646 -0.27433 3.16000
Cl -1.03380 -4.23197 1.49984
Ge 0.22085 -2.90760 2.63736
Cl 2.16261 -3.86848 2.58115
Cl -0.45997 -3.20919 4.69222
*
```

Gap between HOMO and LUMO (alpha / beta): 6.91 / 4.79 eV
E_HOMO (alpha / beta): -0.4027 / -0.4037 Ha
ΔE to the lowest compared entry with this formula, charge and spin: 0.000 eV

***

# C39H40AsB2BaN11O8S

A structure of composition C39H40AsB2BaN11O8S at a distorted geometry (ωB97M-V with the def2-TZVPD basis set, the Open Molecules 2025 dataset).

ORCA input file:
```
! RIJCOSX wB97M-V def2-TZVPD def2/J DEFGRID3
* xyz -1 2
Ba -7.35807 -18.58018 -11.25936
C -9.56096 -20.34306 -15.41367
C -10.87941 -20.79582 -15.09853
C -11.54032 -20.58335 -13.95574
C -10.91177 -19.64504 -12.86485
N -9.47122 -19.37483 -13.09967
C -8.97446 -19.64483 -14.32357
C -11.01108 -20.38231 -11.57422
C -12.24137 -20.91796 -11.19383
C -12.38791 -21.64635 -10.07517
C -11.30275 -21.60400 -9.19019
C -10.11277 -21.00067 -9.57982
N -9.95706 -20.47683 -10.74943
C -9.03531 -20.98487 -8.52252
C -8.94489 -21.92374 -7.47236
C -7.91631 -21.87089 -6.59636
C -6.91873 -20.93988 -6.86469
C -7.00724 -20.04637 -7.91901
N -8.04423 -20.04016 -8.71118
H -9.05384 -20.60160 -16.30757
H -11.41414 -21.33691 -15.84689
H -12.60265 -20.83453 -13.93327
H -7.94159 -19.28910 -14.44021
H -13.11986 -20.74091 -11.83157
H -13.32081 -22.17648 -9.84161
H -11.33000 -22.21261 -8.25918
H -9.62906 -22.80159 -7.42911
H -7.75903 -22.59820 -5.83005
H -5.99378 -20.88139 -6.31526
H -6.24051 -19.31771 -8.14876
C -11.89503 -16.77587 -8.65391
C -11.05529 -17.75891 -9.25743
N -9.87323 -17.24401 -9.57844
N -9.92981 -15.91279 -9.23988
C -11.12163 -15.63901 -8.70164
B -8.65277 -15.09580 -9.48102
N -7.54912 -15.44609 -8.52322
C -6.86594 -14.68265 -7.68585
C -5.71218 -15.40319 -7.39899
C -5.79879 -16.61148 -8.06168
N -6.89873 -16.65180 -8.75772
N -8.15889 -15.41576 -10.91866
C -6.94762 -15.19998 -11.49498
C -7.09305 -15.43534 -12.88107
C -8.46460 -15.70616 -13.02970
N -9.07848 -15.69096 -11.86765
N -9.01616 -13.60250 -9.32644
C -9.34476 -12.84129 -10.36078
C -10.01021 -11.75883 -9.83710
C -10.07268 -11.98115 -8.46451
N -9.44991 -13.10027 -8.15222
H -12.83265 -16.83416 -8.20111
H -11.29519 -18.79019 -9.44687
H -11.31825 -14.61026 -8.42783
H -7.18053 -13.71298 -7.26442
H -4.99964 -15.08122 -6.72007
H -5.08033 -17.41899 -8.07696
H -6.02048 -15.08728 -10.90566
H -6.32201 -15.42897 -13.61353
H -8.98527 -15.94994 -13.93957
H -9.12120 -13.16876 -11.35316
H -10.45095 -10.88741 -10.33105
H -10.51136 -11.35417 -7.69594
O -4.81987 -21.00271 -14.78977
As -4.96377 -19.96818 -13.33411
O -5.70579 -20.66282 -12.01979
O -5.80267 -18.69633 -13.93556
C -3.15198 -19.43377 -13.12290
C -2.32455 -19.44075 -14.27797
C -0.97817 -19.10993 -14.13350
C -0.47733 -18.55986 -12.97418
C -1.34062 -18.35820 -11.84616
C -2.63749 -18.83710 -11.89458
S -3.64585 -18.48549 -10.37029
O -3.96688 -19.75174 -9.72622
O -2.84706 -17.57664 -9.55481
O -4.86631 -17.84230 -10.89944
H -5.29566 -20.52573 -15.48301
H -2.73410 -19.78667 -15.21474
H -0.25593 -19.21669 -14.97268
H 0.57288 -18.32187 -12.99479
H -1.02614 -17.80207 -10.95919
C -13.47406 -16.18639 -15.22465
C -12.78052 -16.45061 -13.87431
C -12.03276 -15.26170 -13.34697
O -11.82154 -17.56038 -14.10779
B -11.72992 -18.28158 -12.96742
O -12.71584 -17.94090 -12.07254
C -13.68456 -17.02526 -12.79277
C -14.82004 -17.93952 -13.30544
C -14.20978 -16.01870 -11.81118
H -12.79280 -15.78030 -15.93039
H -14.25927 -15.35303 -15.06880
H -13.93846 -17.07632 -15.72188
H -11.16891 -15.10709 -14.02906
H -11.73091 -15.42021 -12.34575
H -12.73023 -14.41625 -13.38886
H -14.52529 -18.58980 -14.09724
H -15.59084 -17.25253 -13.69884
H -15.14806 -18.50929 -12.36094
H -13.42787 -15.52740 -11.23857
H -14.86094 -16.57071 -11.11463
H -14.84514 -15.28072 -12.29035
*
```

Gap between HOMO and LUMO (alpha / beta): 7.90 / 6.72 eV
E_HOMO (alpha / beta): -0.2203 / -0.2203 Ha

***

# C27H44F10N2O6PS2

A cluster of 2 separate species, C27H44F10N2O6PS2 in total at a distorted geometry (ωB97M-V with the def2-TZVPD basis set, the Open Molecules 2025 dataset).

ORCA input file:
```
! RIJCOSX wB97M-V def2-TZVPD def2/J DEFGRID3
* xyz 1 1
N 2.41215 -5.52955 -0.61788
P 1.26799 -5.27391 0.62402
O -0.13453 -5.80195 -0.06092
C 0.90918 -3.38284 0.57490
C 0.65175 -2.98945 -0.87596
C -0.53768 -2.02023 -1.05681
C -1.14553 -2.22818 -2.43949
F -1.90967 -1.11751 -2.77180
O -0.26976 -3.28177 1.43016
S 0.17042 -3.37841 2.97398
O -0.38663 -2.32356 3.74001
O -0.00995 -4.69285 3.46267
O 1.72490 -3.03686 2.69681
C 1.93497 -2.55976 1.36080
C 3.40597 -2.72789 0.95751
C 4.33330 -2.41774 2.14250
C 5.57669 -1.63925 1.70666
C 6.50665 -1.49684 2.90758
C 7.73654 -0.59760 2.63348
F 7.86227 -0.38347 1.31401
F 8.83336 -1.21507 3.09682
C 7.55179 0.74537 3.37401
F 7.68382 0.53024 4.67644
F 6.30218 1.18147 3.17611
S 8.70402 2.16103 2.85077
F 7.71234 3.21150 3.50086
F 9.49084 2.10651 4.22754
F 9.74560 1.13363 2.25472
F 7.94375 2.25456 1.47611
F 9.62927 3.34140 2.38725
C 1.68232 -1.05207 1.19204
O 0.47114 -0.62575 1.76736
C 0.54914 0.63609 2.31704
C 0.95549 0.80860 3.63672
C 1.05926 2.09129 4.17541
C 0.74822 3.21013 3.39904
C 0.31010 3.03412 2.08494
C 0.21434 1.74958 1.54632
H 3.24195 -5.91958 -0.19535
H 2.66051 -4.73271 -1.19169
H -0.82562 -5.13150 0.00173
H 1.54351 -2.49290 -1.24937
H 0.44568 -3.86928 -1.48292
H -0.21601 -0.98731 -0.96709
H -1.31518 -2.23388 -0.33205
H -1.79905 -3.09556 -2.39157
H -0.37261 -2.37985 -3.18886
H 3.60767 -1.98971 0.18492
H 3.61530 -3.72191 0.58995
H 3.82031 -1.79593 2.87475
H 4.61376 -3.32642 2.66635
H 5.28172 -0.67402 1.30319
H 6.08246 -2.22708 0.94413
H 5.96535 -1.16661 3.78802
H 6.90013 -2.48556 3.12532
H 2.51485 -0.50661 1.63441
H 1.69330 -0.85418 0.11782
H 1.18388 -0.06188 4.23564
H 1.39285 2.22374 5.19275
H 0.84575 4.20212 3.81095
H 0.04502 3.89380 1.48824
H -0.11846 1.59324 0.52856
C -3.00739 2.95327 -2.66329
C -3.95770 2.32091 -1.64868
C -4.65322 1.06278 -2.17255
C -5.62727 1.21206 -3.33052
N -6.88240 2.01785 -3.06035
C -6.64629 3.49387 -3.32149
C -6.94455 3.67780 -4.79286
C -8.19621 2.82786 -4.98138
C -7.96953 1.61902 -4.07416
C -7.40306 1.80006 -1.68039
H -3.52213 3.27854 -3.57145
H -2.51895 3.82725 -2.23414
H -2.23024 2.24618 -2.95520
H -4.68155 3.06363 -1.30044
H -3.38195 2.03558 -0.76700
H -5.14531 0.54782 -1.34469
H -3.88227 0.36781 -2.51595
H -5.96634 0.21439 -3.60375
H -5.14995 1.64832 -4.20698
H -7.35208 4.04964 -2.70577
H -5.63101 3.75467 -3.04043
H -6.12284 3.30461 -5.40674
H -7.10235 4.72222 -5.05134
H -8.35238 2.53418 -6.01671
H -9.08253 3.37626 -4.66165
H -7.62206 0.75212 -4.62665
H -8.86441 1.34839 -3.52213
H -6.70071 2.20672 -0.95969
H -7.54299 0.73368 -1.52248
H -8.35342 2.31910 -1.59072
*
```

Gap between HOMO and LUMO: 8.02 eV
E_HOMO: -0.3800 Ha